C2H7N3O | wB97M-V/def2-TZVPD

Calculated values
LUMO (spin up / spin down) ... 0.574 / 0.504 eV
Orbital gap (spin up / spin down) ... 7.89 / 8.03 eV
ΔE to the lowest compared entry with this formula, charge and spin ... 146.8 kcal per mole
Highest occupied orbital energy (spin up / spin down) ... -7.31 / -7.53 eV

Geometry as XYZ:
```
13
C2H7N3O | the OMol25 dataset | wB97M-V/def2-TZVPD
C 0.46 -0.27 -0.74
C 1.36 -0.12 0.47
N -0.58 0.58 -0.99
N -1.05 1.27 0.06
N -1.57 -1.47 -0.36
O -1.99 -1.26 0.72
H -1.71 1.99 -0.21
H -0.42 1.56 0.80
H 0.95 -0.59 -1.66
H -0.25 -1.42 -0.45
H 1.77 0.89 0.54
H 0.82 -0.34 1.40
H 2.20 -0.82 0.40
```

Partial charges, Mulliken, in e:
1 C 0.00
2 C -1.27
3 N -0.48
4 N -0.21
5 N 0.02
6 O -0.22
7 H 0.22
8 H 0.17
9 H 0.43
10 H 0.27
11 H 0.35
12 H 0.36
13 H 0.35


C2H3BrClNO | wB97M-V/def2-TZVPD

Calculated values
LUMO (spin up / spin down) ... -2.340 / -2.339 eV
Orbital gap (spin up / spin down) ... 6.44 / 6.44 eV
ΔE to the lowest compared entry with this formula, charge and spin ... 126.6 kcal per mole
Highest occupied orbital energy (spin up / spin down) ... -8.78 / -8.78 eV

Geometry as XYZ:
```
9
C2H3BrClNO | the OMol25 dataset | wB97M-V/def2-TZVPD
C 0.00 1.08 0.34
C -1.34 0.78 0.12
N 0.93 -2.13 -0.93
O 0.82 0.32 0.98
Cl 0.66 2.56 -0.46
Br 2.02 -1.15 -0.01
H -2.02 1.53 -0.48
H -1.79 0.04 0.85
H 0.72 -3.01 -0.41
```

Partial charges, Mulliken, in e:
1 C 0.53
2 C -0.52
3 N -0.40
4 O -0.56
5 Cl -0.23
6 Br 0.46
7 H 0.24
8 H 0.23
9 H 0.25


C6H11NO | wB97M-V/def2-TZVPD

Calculated values
LUMO ... 0.914 eV
Orbital gap ... 10.35 eV
ΔE to the lowest compared entry with this formula, charge and spin ... 45.4 kcal per mole
Highest occupied orbital energy ... -9.44 eV
SMILES ... [H]/N=C/C(=C)C[C@H](C)O

Geometry as XYZ:
```
19
C6H11NO | the OMol25 dataset | wB97M-V/def2-TZVPD
C -1.04 -0.89 -0.81
C 0.27 0.04 -0.80
C -2.30 -0.11 -0.48
C 0.94 0.26 0.52
C 2.30 1.01 0.38
C 0.60 -0.07 1.76
O -0.90 -2.04 0.01
N 2.47 2.05 -0.35
H -1.77 -2.46 0.11
H -1.13 -1.27 -1.84
H 3.42 2.41 -0.24
H 1.00 -0.45 -1.46
H 0.02 1.01 -1.25
H 3.13 0.61 1.00
H -3.18 -0.77 -0.51
H -2.26 0.31 0.53
H -2.46 0.70 -1.19
H -0.37 -0.49 2.00
H 1.25 0.14 2.61
```

Partial charges, Mulliken, in e:
1 C 0.12
2 C -0.46
3 C -1.27
4 C 0.46
5 C -0.28
6 C -0.89
7 O -0.52
8 N -0.61
9 H 0.32
10 H 0.27
11 H 0.26
12 H 0.33
13 H 0.27
14 H 0.38
15 H 0.41
16 H 0.31
17 H 0.34
18 H 0.26
19 H 0.30


C3H5NOS | wB97M-V/def2-TZVPD

Calculated values
LUMO (spin up / spin down) ... -2.689 / -2.740 eV
Orbital gap (spin up / spin down) ... 7.59 / 7.26 eV
ΔE to the lowest compared entry with this formula, charge and spin ... 190.3 kcal per mole
Highest occupied orbital energy (spin up / spin down) ... -10.28 / -10.00 eV

Geometry as XYZ:
```
11
C3H5NOS | the OMol25 dataset | wB97M-V/def2-TZVPD
C -2.95 -0.39 0.15
C -1.80 -0.59 -0.12
C 0.98 1.11 0.42
N 1.63 -0.86 -1.46
O 1.55 -1.47 1.03
S 0.94 -0.69 -0.07
H -3.92 -0.46 0.67
H 1.93 1.30 0.91
H 0.71 1.41 -0.57
H 0.14 1.36 1.15
H 0.80 -0.72 -2.11
```

Partial charges, Mulliken, in e:
1 C -0.21
2 C -0.44
3 C -0.68
4 N -0.53
5 O -0.52
6 S 0.82
7 H 0.31
8 H 0.34
9 H 0.29
10 H 0.30
11 H 0.31


C36H24F5HfN7O2S2 | wB97M-V/def2-TZVPD

Calculated values
LUMO ... -6.692 eV
Orbital gap ... 6.50 eV
ΔE to the lowest compared entry with this formula, charge and spin ... 2.2 kcal per mole
Net charge ... +2
Highest occupied orbital energy ... -13.19 eV

Geometry as XYZ:
```
77
C36H24F5HfN7O2S2 | the OMol25 dataset | wB97M-V/def2-TZVPD
Hf -0.62 -1.15 0.22
N 1.92 -2.52 -3.30
C 0.84 -2.25 -2.60
N 0.80 -2.32 -1.29
C 1.96 -2.68 -0.59
N 1.89 -2.92 0.68
N 0.59 -2.74 1.13
C 0.13 -3.58 1.97
C -1.30 -3.51 2.29
C -1.91 -4.45 3.09
C -3.29 -4.41 3.23
C -4.00 -3.44 2.55
C -3.31 -2.53 1.77
N -1.98 -2.54 1.65
C 3.20 -2.87 -1.31
C 4.41 -3.15 -0.68
C 5.54 -3.37 -1.43
C 5.48 -3.32 -2.83
C 4.29 -3.04 -3.47
C 3.15 -2.81 -2.70
H 1.87 -2.47 -4.31
H -0.06 -1.96 -3.12
H 0.76 -4.39 2.34
H -1.31 -5.22 3.57
H -3.80 -5.15 3.84
H -5.08 -3.38 2.62
H -3.84 -1.77 1.21
H 4.44 -3.19 0.40
H 6.49 -3.59 -0.95
H 6.37 -3.50 -3.42
H 4.24 -2.99 -4.55
F -5.46 2.57 -2.63
C -4.76 1.48 -2.35
C -4.04 1.39 -1.18
F -4.02 2.40 -0.31
C -3.33 0.24 -0.94
F -2.60 0.18 0.25
C -3.25 -0.83 -1.79
S -2.29 -2.26 -1.40
C -3.98 -0.72 -2.96
F -3.97 -1.70 -3.85
C -4.73 0.41 -3.24
F -5.42 0.49 -4.37
C 0.87 6.77 -1.62
C 0.88 5.28 -1.46
C -0.28 4.60 -1.09
C -0.28 3.23 -0.95
C 0.90 2.53 -1.19
C 2.08 3.18 -1.56
C 2.05 4.56 -1.69
S 0.91 0.81 -1.11
O -0.49 0.32 -1.39
O 1.91 0.30 -1.99
N 1.05 0.20 0.39
C 1.20 1.07 1.52
C 2.20 1.99 1.65
C 2.28 2.81 2.80
C 1.36 2.68 3.81
C 0.31 1.74 3.68
C -0.71 1.60 4.64
C -1.74 0.74 4.41
C -1.76 0.01 3.23
N -0.82 0.06 2.31
C 0.22 0.94 2.52
H -0.14 7.18 -1.58
H 1.32 7.06 -2.58
H 1.47 7.25 -0.84
H -1.19 5.15 -0.92
H -1.19 2.70 -0.67
H 2.98 2.62 -1.77
H 2.95 5.08 -1.98
H 2.95 2.08 0.88
H 3.08 3.53 2.89
H 1.42 3.28 4.70
H -0.66 2.19 5.55
H -2.55 0.63 5.12
H -2.60 -0.65 3.04
```

Partial charges, Mulliken, in e:
1 Hf 1.81
2 N 0.23
3 C -0.52
4 N -0.37
5 C 0.57
6 N -1.47
7 N 0.73
8 C -0.24
9 C 0.68
10 C -0.85
11 C -0.54
12 C -0.83
13 C -0.28
14 N 0.35
15 C 0.90
16 C -0.50
17 C -0.83
18 C -0.47
19 C -1.00
20 C 0.30
21 H 0.31
22 H 0.44
23 H 0.49
24 H 0.52
25 H 0.46
26 H 0.50
27 H 0.38
28 H 0.53
29 H 0.45
30 H 0.43
31 H 0.44
32 F -0.28
33 C 0.64
34 C -0.56
35 F -0.33
36 C -0.51
37 F 0.15
38 C 1.15
39 S -0.43
40 C 0.26
41 F -0.33
42 C 0.16
43 F -0.26
44 C -1.46
45 C 0.95
46 C -1.10
47 C -0.46
48 C 0.05
49 C -0.32
50 C -0.90
51 S 1.60
52 O -0.59
53 O -0.73
54 N -0.21
55 C 0.01
56 C -0.05
57 C -1.11
58 C -0.96
59 C 0.48
60 C -0.54
61 C -1.27
62 C 0.05
63 N -0.01
64 C 0.46
65 H 0.37
66 H 0.38
67 H 0.33
68 H 0.40
69 H 0.29
70 H 0.56
71 H 0.45
72 H 0.65
73 H 0.46
74 H 0.45
75 H 0.49
76 H 0.48
77 H 0.51


C5H8N2 | wB97M-V/def2-TZVPD

Calculated values
LUMO ... 0.903 eV
Orbital gap ... 8.67 eV
ΔE to the lowest compared entry with this formula, charge and spin ... 12.6 kcal per mole
Highest occupied orbital energy ... -7.77 eV
SMILES ... Cn1cccc1N

Geometry as XYZ:
```
15
C5H8N2 | the OMol25 dataset | wB97M-V/def2-TZVPD
C 0.79 1.29 0.95
N 0.34 0.44 -0.13
C -0.44 0.96 -1.15
C -1.27 -0.02 -1.60
C -0.98 -1.20 -0.85
C 0.01 -0.89 0.04
N 0.69 -1.73 0.94
H 1.52 0.78 1.58
H 1.25 2.20 0.55
H -0.06 1.59 1.57
H -0.31 1.99 -1.46
H -1.99 0.08 -2.40
H -1.42 -2.18 -0.98
H 1.65 -1.43 1.12
H 0.21 -1.88 1.82
```

Partial charges, Mulliken, in e:
1 C -0.95
2 N 0.11
3 C -0.44
4 C -0.47
5 C -0.47
6 C 0.18
7 N -0.57
8 H 0.29
9 H 0.32
10 H 0.32
11 H 0.37
12 H 0.39
13 H 0.41
14 H 0.27
15 H 0.24